DFT (ωB97M-V/def2-TZVPD) results for a single CH3NO2S molecule in a non-equilibrium geometry.

SMILES = CN=S(=O)=O
Gap between HOMO and LUMO (alpha / beta) = 9.31 / 9.31 eV
Highest occupied orbital energy (alpha / beta) = -10.5 / -10.5 eV
Energy above the lowest of the compared OMol25 structures with the same formula, charge and spin = 60.0 kcal per mole
DFT total energy = -17502.8699 eV

The geometry in XYZ format:
```
8
CH3NO2S | the Open Molecules 2025 dataset | ωB97M-V/def2-TZVPD
C -0.24455 -0.05092 1.11757
N 0.80259 0.38490 0.23419
S 0.44127 0.26556 -1.41137
O 1.38394 0.66497 -2.40262
O -0.68546 -0.51270 -1.87191
H -0.22482 0.31875 2.17624
H -0.23791 -1.11133 1.31606
H -1.23506 0.04077 0.84183
```